Below is a molecular structure, C23H32BF4IrN3O2S4, with properties calculated with ωB97M-V/def2-TZVPD.

The gap between HOMO and LUMO (alpha / beta) comes out at 8.47 / 4.53 eV. Its expectation value of S² is 0.764. As for the HOMO energy (alpha / beta): -13.488 / -13.483 eV.

ORCA input file:
```
! RIJCOSX wB97M-V def2-TZVPD def2/J DEFGRID3
* xyz 2 2
Ir 0.4090 0.0360 0.0379
C 0.2387 -1.9778 -2.0022
C -0.4868 -2.6402 -0.8227
N -0.7402 -1.6395 0.2755
C -2.2073 -1.2652 0.3609
C -2.3737 0.2073 0.6716
N -1.3903 0.9872 -0.1243
C -1.6636 1.1940 -1.5820
C -1.2089 0.0111 -2.4162
N 0.1187 -0.4918 -1.9370
H -0.1322 -2.3441 -2.9602
H 1.3004 -2.1952 -1.9472
H 0.1274 -3.4490 -0.4313
H -1.4431 -3.0681 -1.1161
H -0.4755 -2.0361 1.1744
H -2.6906 -1.8858 1.1138
H -2.6630 -1.5067 -0.5947
H -2.1519 0.4103 1.7170
H -3.3943 0.5317 0.4621
H -1.3090 1.9219 0.2858
H -1.0926 2.0816 -1.8566
H -2.7207 1.4097 -1.7447
H -1.1436 0.2980 -3.4652
H -1.9108 -0.8183 -2.3610
H 0.8763 -0.1066 -2.5018
F 2.0012 4.0298 0.4218
B 0.9612 3.4029 -0.1575
F 1.3915 1.8541 -0.1267
F 0.7351 3.6307 -1.4764
F -0.2050 3.4361 0.6014
O 0.4027 0.2427 2.0979
S 0.6078 1.5461 2.9528
C 2.3876 1.8870 2.9347
C 2.9050 1.6835 4.3608
C 2.0651 0.5697 4.9780
C 0.6201 0.9095 4.6390
H 2.5322 2.8822 2.5196
H 2.7947 1.1417 2.2455
H 2.8007 2.6043 4.9365
H 3.9635 1.4276 4.3331
H 2.1984 0.5022 6.0565
H 2.3334 -0.3949 4.5427
H 0.2394 1.7395 5.2394
H -0.0956 0.0904 4.6879
O 2.1880 -0.8416 -0.2197
C 3.6038 -0.6559 -0.2113
C 4.2173 -1.8016 -0.9953
C 5.3424 -1.7717 -1.7613
C 5.7337 -3.0633 -2.2143
C 4.9036 -4.0418 -1.7725
S 3.6503 -3.4135 -0.7875
C 4.1129 -0.7059 1.2119
C 3.5232 -1.3653 2.2501
C 4.3713 -1.4697 3.3869
C 5.5835 -0.8906 3.1784
S 5.7142 -0.2230 1.6103
C 3.7824 0.6497 -0.9206
C 4.2096 1.8703 -0.4605
C 4.1701 2.8677 -1.4545
C 3.6828 2.4045 -2.6483
S 3.3300 0.7420 -2.5945
H 5.8839 -0.8650 -1.9936
H 6.5914 -3.2478 -2.8433
H 4.9497 -5.1002 -1.9722
H 2.5341 -1.7992 2.1926
H 4.0995 -1.9660 4.3069
H 6.4152 -0.8201 3.8611
H 4.5505 2.0459 0.5488
H 4.4859 3.8881 -1.2982
H 3.5510 2.9572 -3.5653
*
```


Below is a molecular structure, C23H32Br2IrN6, with properties calculated with ωB97M-V/def2-TZVPD.

The gap between HOMO and LUMO (alpha / beta) comes out at 6.53 / 4.85 eV. Its expectation value of S² is 0.799. As for the HOMO energy (alpha / beta): -19.810 / -19.809 eV.

ORCA input file:
```
! RIJCOSX wB97M-V def2-TZVPD def2/J DEFGRID3
* xyz 4 2
Ir -0.4414 0.4089 1.2458
N 1.1339 0.5223 3.1718
C 0.9001 1.7088 3.9967
C 0.6177 2.9124 3.1001
N -0.5101 2.6711 2.1821
C -1.8500 2.9031 2.7520
C -2.3566 1.7288 3.5938
N -2.2067 0.4426 2.8780
H 2.0697 0.5638 2.7714
H 1.0847 -0.3114 3.7533
H 0.0665 1.5081 4.6649
H 1.7655 1.9384 4.6305
H 0.4217 3.7852 3.7337
H 1.5050 3.1285 2.5000
H -0.4085 3.3227 1.4019
H -1.8510 3.7973 3.3866
H -2.5394 3.1068 1.9302
H -1.8184 1.6811 4.5373
H -3.4031 1.9235 3.8509
H -2.1039 -0.2921 3.5740
H -3.0754 0.2355 2.3853
Br 1.5689 -6.3297 0.9595
C 1.0558 -4.4872 1.1040
C -0.1482 -4.1469 1.7192
C -0.4772 -2.8051 1.8020
N 0.2813 -1.8306 1.3069
C 1.4551 -2.1370 0.7136
C 1.8686 -3.4658 0.6090
C 2.2739 -1.0075 0.2141
C 3.5588 -1.1787 -0.3071
C 4.3097 -0.0610 -0.6732
Br 6.0992 -0.2467 -1.3469
C 3.7470 1.2075 -0.5222
C 2.4501 1.2868 -0.0482
N 1.7327 0.2234 0.3061
H -0.7958 -4.9037 2.1362
H -1.3930 -2.5116 2.2964
H 2.8042 -3.7270 0.1474
H 3.9987 -2.1534 -0.4194
H 4.3085 2.0957 -0.7633
H 1.9734 2.2536 0.0523
C 0.3255 0.0390 -5.2248
N 0.2459 -1.0141 -4.1824
C -0.6681 -2.1108 -4.5794
C 0.0722 -0.5187 -2.7752
C -1.2293 0.1200 -2.3063
C -2.3185 0.3442 -3.1471
C -3.4962 0.9125 -2.6883
C -3.6265 1.2940 -1.3702
C -2.5312 1.1225 -0.5244
C -1.3631 0.5146 -0.9617
H 0.6988 -0.3955 -6.1529
H 1.0117 0.8273 -4.9214
H -0.6428 0.4795 -5.4396
H 1.1826 -1.4376 -4.1813
H -1.6883 -1.7645 -4.7117
H -0.6612 -2.9039 -3.8342
H -0.3454 -2.5323 -5.5311
H 0.8658 0.2151 -2.5960
H 0.2580 -1.3734 -2.1157
H -2.2705 0.0879 -4.1921
H -4.3181 1.0811 -3.3756
H -4.5332 1.7459 -0.9998
H -2.6405 1.5068 0.4847
*
```


Below is 2 unconnected molecules or ions with the total composition C23H32F4N3SSi, with properties calculated with ωB97M-V/def2-TZVPD.

The gap between HOMO and LUMO comes out at 6.23 eV. As for the HOMO energy: -10.569 eV.

ORCA input file:
```
! RIJCOSX wB97M-V def2-TZVPD def2/J DEFGRID3
* xyz 1 1
C 1.8044 -3.1655 3.1541
N 1.8089 -1.9639 2.1861
C 2.7689 -0.9849 2.2501
N 3.9171 -0.9060 3.2722
S 5.5073 -1.3449 2.6993
C 3.7353 0.5498 3.7521
C 3.7751 1.2953 2.2552
N 3.0084 0.2743 1.4473
C 3.3174 0.1390 -0.0248
C 4.4165 1.1996 -0.6151
F 5.7828 0.6698 -0.2548
C 0.6920 -1.8739 1.1255
F 1.1658 -2.1771 -0.2483
F -0.2524 -2.9976 1.4845
C -0.1739 -0.4894 1.2683
C -0.7663 0.1109 -0.1373
Si -2.5120 0.8884 0.3192
C -3.1991 2.0176 -1.1166
C -2.2460 2.0483 1.8596
C -3.7185 -0.5571 0.7904
C -4.2467 -1.5185 -0.4667
C -5.3048 -2.7232 -0.0992
C -5.7858 -2.9425 1.4575
C -5.2640 -2.0118 2.7207
C -4.2050 -0.7986 2.3707
H 0.8490 -3.1562 3.8412
H 1.8454 -4.1344 2.4643
H 2.7579 -3.2114 3.8319
H 6.0582 -2.1090 3.7778
H 4.6243 0.9482 4.4390
H 2.6287 0.8154 4.1041
H 3.1572 2.3133 2.1733
H 4.9293 1.4250 2.1148
H 2.2951 0.3439 -0.6018
H 3.6311 -0.9658 -0.3477
H 4.2622 2.3144 -0.2954
H 4.3994 1.1982 -1.8087
H -1.1244 -0.7592 1.9386
H 0.3721 0.3820 1.8376
H -0.0501 0.9865 -0.5071
H -0.8744 -0.7021 -1.0035
H -4.1967 1.5382 -1.5259
H -2.3464 2.0457 -1.9276
H -3.4293 3.0973 -0.6635
H -2.1384 1.4741 2.8745
H -1.2710 2.7043 1.7380
H -3.1466 2.8124 1.9567
H -3.8741 -1.2687 -1.5479
H -5.6973 -3.4102 -0.9931
H -6.5409 -3.8310 1.7022
H -5.6618 -2.2777 3.8020
H -3.7933 -0.0951 3.2171
F -2.4388 2.5731 -4.5063
C -1.2988 2.0730 -5.0011
C -0.4733 1.3110 -4.1815
C 0.7113 0.7859 -4.6978
C 1.0629 1.0381 -6.0261
C 0.2302 1.8083 -6.8393
C -0.9596 2.3239 -6.3260
H -0.7587 1.1326 -3.1500
H 1.3597 0.1823 -4.0675
H 1.9892 0.6320 -6.4271
H 0.5080 2.0067 -7.8717
H -1.6230 2.9172 -6.9466
*
```


Below is a molecular structure, C23H32F6N2O6P3SZn, with properties calculated with ωB97M-V/def2-TZVPD.

The gap between HOMO and LUMO (alpha / beta) comes out at 7.52 / 7.17 eV. Its expectation value of S² is 0.765. As for the HOMO energy (alpha / beta): -13.033 / -14.155 eV.

ORCA input file:
```
! RIJCOSX wB97M-V def2-TZVPD def2/J DEFGRID3
* xyz 2 2
Zn -0.4752 -0.2285 -1.3181
O 0.1365 -3.3015 0.2279
S 0.2752 -1.9299 0.6615
O 1.3399 -1.1763 -0.0300
O -0.9667 -1.1188 0.4997
C 0.6731 -1.8680 2.3614
C 0.6151 -3.0151 3.1256
C 0.9243 -2.9330 4.4808
C 1.2835 -1.7163 5.0423
C 1.3496 -0.5688 4.2539
C 1.0454 -0.6401 2.9018
P 1.1809 0.8531 1.8899
C 2.8146 1.4975 1.9683
C 3.8436 0.6903 1.4653
C 5.1377 1.1720 1.4598
C 5.4047 2.4542 1.9312
C 4.3833 3.2577 2.4260
C 3.0813 2.7896 2.4420
C -0.0960 2.0105 2.1860
C -0.0365 3.2492 1.5264
C -1.0866 4.1373 1.6537
C -2.2067 3.7862 2.4018
C -2.2854 2.5435 3.0252
C -1.2409 1.6450 2.9122
H 0.3271 -3.9522 2.6695
H 0.8849 -3.8230 5.0950
H 1.5239 -1.6546 6.0956
H 1.6504 0.3753 4.6945
H 3.6205 -0.2976 1.0732
H 5.9402 0.5559 1.0772
H 6.4192 2.8307 1.9133
H 4.6017 4.2498 2.7977
H 2.2903 3.4072 2.8486
H 0.8165 3.5020 0.9055
H -1.0376 5.0996 1.1619
H -3.0300 4.4835 2.4910
H -3.1617 2.2782 3.6013
H -1.3041 0.6794 3.3987
F -0.1527 1.7137 -0.7362
P 0.8536 2.4331 -1.9640
F 1.7833 2.9788 -3.0973
F 1.5111 0.9132 -2.0578
F 1.8738 2.7824 -0.7928
F -0.2741 1.8960 -3.0131
F 0.0573 3.7737 -1.7622
C -2.2797 0.4115 -4.7774
O -2.9776 0.8231 -3.5940
P -2.6751 0.2028 -2.1783
O -3.4051 -1.2089 -2.1137
C -4.8228 -1.3326 -2.4116
O -3.4984 1.2273 -1.3046
C -3.4429 1.1662 0.1358
H -2.5238 1.1315 -5.5495
H -2.6170 -0.5795 -5.0832
H -1.2006 0.4236 -4.6095
H -5.0755 -2.3795 -2.2869
H -5.0212 -1.0137 -3.4327
H -5.4016 -0.7250 -1.7193
H -3.9750 2.0382 0.4987
H -2.4075 1.2012 0.4798
H -3.9238 0.2571 0.4964
N 0.1995 -5.3347 -2.9903
C 0.8731 -3.9854 -3.1189
C -0.1635 -2.8875 -2.9377
N 0.4671 -1.5879 -2.6943
H 0.8742 -6.1008 -3.0465
H -0.4975 -5.4882 -3.7220
H -0.2765 -5.4091 -2.0864
H 1.3755 -3.9559 -4.0822
H 1.6138 -3.9483 -2.3225
H -0.7660 -3.1316 -2.0599
H -0.8308 -2.8093 -3.7962
H 0.8270 -1.1316 -3.5280
H 1.2631 -1.6881 -2.0592
*
```


| no. | F_max (eV/Å) |
| --- | --- |
| 1 | 1.11 |
| 2 | 4.82 |
| 3 | 5.32 |
| 4 | 0.59 |